ORCA calculation (the ωB97M-V functional and the def2-TZVPD basis) on C37H45ClN10O3S3Tl as an isolated structure.

Each line ends with the Löwdin charge.
CARTESIAN COORDINATES (ANGSTROEM)
Tl 0.259 -1.565 0.646  0.8418
Cl 0.042 -0.411 2.977  0.0966
S -0.494 3.355 0.944  0.9983
S 4.169 -3.558 2.924  1.1008
S -0.213 -6.372 -0.748  1.0935
O -1.165 3.498 -0.386  -0.4832
O -0.019 -1.837 -2.184  -0.0306
O 1.813 -1.561 -0.954  -0.0984
N 0.228 1.565 -2.395  -0.0512
N 3.099 -1.085 3.005  0.0956
N -3.972 -2.946 0.350  -0.0719
N -0.409 0.416 -0.357  0.0046
N -1.535 -4.122 -1.519  0.1296
N 1.999 -2.793 1.804  0.0174
N 0.229 -3.981 0.030  0.0427
N -2.419 -3.827 1.667  -0.0807
N -1.977 -1.712 0.764  -0.0108
N 1.589 1.578 -0.661  -0.0826
C 1.197 -1.605 -2.082  -0.5749
C 2.169 -4.132 1.492  -0.3288
C 2.803 5.449 1.980  -0.0715
C -2.188 5.332 1.883  -0.0604
C -3.395 -4.898 1.533  -0.0942
C 2.365 2.179 -1.731  -0.0872
C 3.281 -4.704 1.997  -0.3297
C 2.017 -1.304 -3.297  -0.1412
C 1.169 -4.782 0.647  -0.3397
C 2.212 1.182 0.573  -0.0701
C -4.372 -2.360 -0.914  -0.0316
C -1.671 3.504 3.388  -0.0835
C 1.005 5.384 -0.146  -0.0816
C 1.270 2.533 -2.723  -0.0965
C -2.989 5.900 2.858  -0.0643
C 1.737 4.564 2.007  -0.0847
C -4.543 -4.225 0.770  -0.0907
C -1.531 4.143 2.166  -0.3742
C -1.000 1.648 -3.163  -0.0245
C -2.519 -0.374 0.524  -0.2031
C 0.845 4.548 0.944  -0.3713
C 1.070 -6.101 0.368  -0.3269
C 2.980 -2.354 2.560  -0.6721
C -1.830 0.289 -0.658  -0.2220
C -0.543 -4.675 -0.765  -0.6705
C 2.124 -0.794 -5.644  -0.0707
C 2.079 6.267 -0.167  -0.0674
C -2.471 4.088 4.364  -0.0711
C -2.747 -2.758 0.911  -0.3719
C 3.398 -1.169 -3.203  -0.0307
C 4.140 -0.849 -4.330  -0.0710
C 3.503 -0.658 -5.549  -0.0761
C -3.124 5.280 4.097  -0.0717
C -1.464 -3.829 2.753  -0.0217
C 2.974 6.299 0.892  -0.0755
C 1.382 -1.122 -4.521  -0.0231
C 0.384 1.140 -1.110  -0.4014
H 3.878 -1.315 -2.245  0.1174
H -3.702 -5.246 2.519  0.1260
H -3.596 -0.398 0.362  0.1123
H -5.159 -1.615 -0.794  0.0959
H -2.332 0.224 1.421  0.0971
H 2.216 -0.586 3.116  -0.0346
H -2.268 1.277 -0.809  0.1118
H -0.722 1.916 -4.181  0.0958
H 2.908 1.965 0.875  0.0987
H -1.499 0.686 -3.207  0.0779
H 3.502 5.479 2.806  0.1080
H -2.590 3.605 5.324  0.1079
H -2.074 5.791 0.909  0.1172
H -3.513 -1.895 -1.394  0.0748
H 5.216 -0.750 -4.259  0.1063
H 1.630 -0.649 -6.596  0.1055
H 1.452 1.086 1.347  0.0098
H -1.271 -3.187 -1.838  0.0705
H 2.766 0.243 0.469  0.0763
H 0.289 5.333 -0.958  0.1028
H 3.637 -5.711 1.862  0.0835
H 3.808 6.988 0.873  0.1068
H 2.213 6.932 -1.010  0.1085
H -3.750 5.732 4.856  0.1075
H 2.905 3.053 -1.365  0.1265
H 1.594 3.896 2.850  0.1160
H 1.580 2.413 -3.760  0.1278
H 3.078 1.460 -2.148  0.1198
H 3.796 -0.908 3.708  0.1033
H -1.051 -2.831 2.885  0.0175
H -1.672 2.412 -2.768  0.0908
H -3.510 6.827 2.657  0.1092
H -2.001 -0.328 -1.546  0.0880
H 1.666 -6.916 0.741  0.0830
H -0.654 -4.538 2.567  0.0852
H -4.744 -3.147 -1.571  0.0916
H 0.307 -1.234 -4.573  0.1147
H 0.898 3.552 -2.568  0.1185
H -5.425 -4.074 1.394  0.1256
H -1.170 2.559 3.566  0.0881
H -4.840 -4.801 -0.107  0.1195
H 4.083 -0.405 -6.428  0.1062
H -2.972 -5.746 0.988  0.1116
H -1.887 -4.711 -2.258  0.1068
H -1.966 -4.112 3.680  0.1019

Charge: +1
Spin multiplicity: 1
Molecular weight (g mol⁻¹): 1013.9
Energy (eV): -109862.776
Orbital gap (eV): 8.265
Highest occupied orbital energy (Ha): -0.384
Maximum force (eV/A): 0.21